A structure of composition C39H42Cl4HgN2O3PSb2. Source: the Open Molecules 2025 dataset; level of theory: the ωB97M-V functional and the def2-TZVPD basis.

Structure (XYZ):
```
94
C39H42Cl4HgN2O3PSb2 (the ωB97M-V functional and the def2-TZVPD basis)
Hg 0.032 0.709 0.648
C 2.024 -0.728 -4.610
Sb 0.902 -1.707 -3.049
C -0.810 -2.004 -4.380
C 1.780 -3.670 -3.626
C 3.245 -3.592 -3.379
C 4.097 -3.336 -4.457
C 5.463 -3.170 -4.299
C 6.016 -3.298 -3.032
C 5.191 -3.580 -1.958
C 3.801 -3.708 -2.084
C 3.003 -3.970 -0.860
Sb 2.442 -2.204 0.492
C 2.788 -3.576 2.136
C 4.394 -1.307 0.361
H 1.877 -1.247 -5.559
H 3.083 -0.728 -4.356
H 1.670 0.297 -4.679
H -0.469 -2.283 -5.378
H -1.363 -1.066 -4.435
H -1.471 -2.783 -3.997
H 1.567 -3.843 -4.683
H 1.287 -4.445 -3.036
H 3.671 -3.268 -5.452
H 6.090 -2.948 -5.154
H 7.083 -3.179 -2.883
H 5.628 -3.701 -0.973
H 3.576 -4.611 -0.188
H 2.047 -4.448 -1.074
H 3.848 -3.821 2.214
H 2.217 -4.486 1.938
H 2.449 -3.126 3.066
H 5.151 -1.938 0.826
H 4.360 -0.346 0.870
H 4.635 -1.155 -0.691
Cl 3.286 3.777 6.155
C 2.847 2.498 5.062
C 3.687 1.422 4.881
Cl 5.178 1.315 5.767
C 3.324 0.417 3.963
Cl 4.397 -0.941 3.744
C 2.154 0.448 3.205
O 1.829 -0.453 2.328
C 1.236 1.573 3.426
O 0.118 1.639 2.794
C 1.642 2.551 4.347
Cl 0.565 3.905 4.585
O -0.129 1.171 -2.528
C -0.809 2.160 -2.241
C -1.712 3.049 -2.920
C -2.030 3.345 -4.259
C -3.007 4.314 -4.484
C -3.636 4.982 -3.441
C -3.278 4.712 -2.095
C -2.310 3.777 -1.858
P -1.355 2.817 -0.541
C -2.746 2.691 0.686
C -3.998 2.321 0.189
C -5.064 2.092 1.048
C -4.889 2.244 2.415
C -3.645 2.608 2.914
C -2.571 2.811 2.059
C -0.220 4.082 0.107
C 1.156 3.879 0.080
C 2.013 4.839 0.595
C 1.498 6.008 1.138
C 0.129 6.226 1.143
C -0.730 5.273 0.615
H -1.553 2.824 -5.080
H -3.299 4.539 -5.505
H -4.398 5.721 -3.659
H -3.770 5.241 -1.285
H -4.130 2.223 -0.884
H -6.031 1.801 0.653
H -5.718 2.064 3.091
H -3.505 2.730 3.983
H -1.602 3.050 2.458
H 1.545 2.954 -0.331
H 3.081 4.661 0.596
H 2.165 6.749 1.561
H -0.278 7.135 1.571
H -1.801 5.433 0.616
N -1.715 -0.693 2.419
C -2.956 -1.345 2.045
C -2.804 -2.118 0.733
N -2.339 -1.242 -0.325
H -1.000 -1.342 2.724
H -1.829 0.023 3.123
H -3.712 -0.567 1.904
H -3.336 -2.043 2.809
H -3.768 -2.608 0.515
H -2.058 -2.907 0.871
H -3.011 -0.518 -0.546
H -2.093 -1.733 -1.173
```

Summary:
- net charge = -2
- relative energy (zero: lowest compared OMol25 entry of this formula, charge and spin) (kJ/mol) = 200.27
- 2S+1 = 2
- <S²> = 0.7733
- Kohn-Sham gap (spin up / spin down) (eV) = 4.8 / 5.5



A structure of composition C18H39AlBBeBrF9N2O9PS2. Source: the Open Molecules 2025 dataset; level of theory: the ωB97M-V functional and the def2-TZVPD basis.

Structure (XYZ):
```
84
C18H39AlBBeBrF9N2O9PS2 (the ωB97M-V functional and the def2-TZVPD basis)
C -2.815 -2.226 -0.704
C -3.608 -0.986 -0.096
C -3.166 -0.564 1.362
C -2.751 -1.809 2.272
O -2.193 0.517 1.428
C -1.273 0.487 0.399
O -0.324 -0.251 0.503
C -1.359 1.289 -0.960
C -0.412 0.942 -2.052
C -0.520 1.648 -3.335
P 0.594 1.263 -4.814
O 1.836 2.073 -4.634
N -1.480 2.630 -3.522
C -2.405 3.029 -2.588
N -3.349 4.028 -2.962
C -2.379 2.373 -1.254
S -3.639 2.960 -0.076
H -2.522 -1.934 -1.759
H -1.834 -2.420 -0.184
H -3.468 -3.131 -0.753
H -3.666 -0.112 -0.812
H -4.682 -1.331 0.003
H -4.100 -0.162 1.857
H -3.332 -2.708 1.913
H -1.648 -1.974 2.294
H -3.168 -1.596 3.295
H 0.373 0.150 -1.923
H -0.067 1.710 -5.998
H 0.893 -0.132 -4.885
H -1.543 3.087 -4.442
H -4.145 3.517 -3.361
H -3.649 4.589 -2.164
H -2.980 3.856 0.742
C -1.868 2.820 3.490
O -1.992 4.134 2.955
H -2.549 2.165 2.953
H -0.843 2.467 3.353
H -2.122 2.831 4.552
H -1.382 4.703 3.436
C -6.929 -3.454 7.027
C -7.345 -2.540 5.870
C -6.095 -1.783 5.412
S -4.697 -2.838 5.801
O -3.896 -2.188 6.808
O -4.123 -3.342 4.573
C -5.649 -4.140 6.576
H -7.706 -4.178 7.269
H -6.736 -2.854 7.921
H -7.729 -3.148 5.046
H -8.138 -1.849 6.164
H -6.111 -1.588 4.339
H -5.968 -0.848 5.957
H -5.078 -4.579 7.407
H -5.855 -4.898 5.818
F 6.541 -0.615 -5.058
Al 5.051 0.281 -4.794
F 4.683 1.245 -6.235
F 5.241 1.338 -3.420
F 3.738 -0.838 -4.492
O 5.861 3.106 -8.419
H 6.534 2.674 -8.969
H 5.725 2.466 -7.693
O -6.896 1.642 7.214
H -6.007 1.079 7.463
H -6.955 1.797 6.255
H -6.933 2.480 7.711
Br -4.262 0.709 7.356
Be 7.473 3.895 -9.353
F -5.365 -5.136 9.100
C 9.472 0.033 -5.128
C 10.676 0.515 -4.353
O 11.787 0.370 -4.775
C 10.424 1.189 -3.023
H 9.804 -0.428 -6.058
H 8.928 -0.711 -4.543
H 8.822 0.877 -5.368
H 9.921 0.492 -2.351
H 9.815 2.082 -3.172
H 11.376 1.481 -2.579
B 11.228 -3.150 -4.167
F 11.215 -2.307 -3.012
F 11.956 -2.504 -5.212
F 11.846 -4.383 -3.850
F 9.894 -3.379 -4.595
```

Summary:
- 2S+1 = 1
- Kohn-Sham gap (eV) = 0.7



A structure of composition C3H4IN. Source: the Open Molecules 2025 dataset; level of theory: the ωB97M-V functional and the def2-TZVPD basis.

Structure (XYZ):
```
9
C3H4IN (the ωB97M-V functional and the def2-TZVPD basis)
C -0.341 0.627 0.910
C 0.733 -0.238 0.876
C -0.853 -0.142 -0.245
N 0.232 -1.051 -0.126
I 1.469 -1.519 -1.849
H -0.790 1.600 1.307
H 1.785 -0.404 1.284
H -1.760 -0.292 -0.641
H -0.475 1.419 -1.515
```

Summary:
- relative energy (zero: lowest compared OMol25 entry of this formula, charge and spin) (kJ/mol) = 561.35
- 2S+1 = 1
- Kohn-Sham gap (spin up / spin down) (eV) = 7.4 / 7.5